ORCA calculation (ωB97M-V with the def2-TZVPD basis set) on one molecule with the formula C5H9NO2 at a distorted geometry.

```
17
Properties=species:S:1:pos:R:3:forces:R:3
H 1.240217 1.266088 -1.154645 -0.210 -0.116 -0.232
H 0.761645 1.087252 2.571493 -0.028 -0.113 -0.113
H 1.750763 0.610993 1.191069 -0.118 -0.096 -0.065
C -0.486626 -2.010349 -0.174677 0.143 0.783 -0.023
N 0.766668 0.739318 -1.875792 0.000 0.242 -0.094
C -0.377421 0.249334 0.945625 -0.810 2.242 -0.721
O -1.153061 -0.330026 -2.426703 0.239 0.728 0.834
H 0.815546 1.089313 -2.822559 -0.075 0.095 0.188
H -1.268644 0.078362 1.555680 0.231 -0.185 0.107
H 1.083808 -0.630088 2.264500 -0.120 0.116 -0.188
H -0.468651 -2.577931 -1.101846 -0.151 0.116 0.197
O -0.623460 1.615334 0.263552 0.152 -1.094 1.677
C -0.356993 0.024773 -1.563806 1.142 -2.088 -1.073
H -0.690232 -2.540549 0.749608 0.290 -0.017 0.005
H -1.555656 1.678211 -0.009152 0.428 -0.252 0.312
C -0.314253 -0.683680 -0.198194 -1.149 -0.752 -1.062
C 0.876349 0.333643 1.785846 0.036 0.393 0.250
```
Forces are in eV/Å.

Its SMILES is C=C(C(N)=O)[C@@H](C)O. The multiplicity is 1. As for the LUMO energy: 0.029 Ha. The highest occupied orbital energy is -9.532 eV. As for the charge: 0. The relative energy (zero: lowest compared OMol25 entry of this formula, charge and spin) is 31.4 kcal per mole.